{"formula": "C3H4N4O", "method": "the ωB97M-V functional and the def2-TZVPD basis", "species": ["N", "H", "N", "H", "N", "C", "C", "N", "C", "O", "H", "H"], "positions_angstrom": [[-1.0313, 0.9800, -0.0608], [-2.9389, 0.3153, -0.2217], [-0.2229, -1.5071, 0.1559], [1.0011, 1.3148, -0.4320], [0.3813, 0.8590, 0.4418], [-1.9128, -0.0001, -0.0011], [0.5996, -0.5041, 0.1669], [-1.5978, -1.2075, 0.0637], [1.9870, -0.7735, 0.0227], [2.7288, 0.2189, -0.0317], [2.2248, -1.7917, -0.1827], [-1.2189, 2.0961, 0.0790]], "forces_ev_per_a": [[1.90, 7.15, 1.06], [0.21, -0.32, 0.28], [0.36, 1.73, -0.86], [-1.76, -0.99, 3.14], [-0.84, 0.79, -4.28], [-0.89, 1.48, -0.65], [-1.11, -1.73, 1.45], [-0.01, -3.08, 0.97], [1.82, 2.36, -0.63], [-0.18, -2.21, 0.01], [0.87, -0.99, 0.06], [-0.37, -4.19, -0.57]], "mulliken_charge": [-0.248, 0.364, -0.287, 0.363, -0.317, 0.056, 0.317, -0.515, 0.121, -0.565, 0.414, 0.297], "smiles": "O=CC1=NN=CNN1", "total_energy_ha": -410.83090, "gap_ev": 8.003, "de_lowest_kcal_mol": 108.2, "total_charge": 0}

***

{"formula": "C56H47AlN3P2SbSeTe", "method": "the ωB97M-V functional and the def2-TZVPD basis", "species": ["C", "C", "H", "H", "H", "C", "C", "C", "C", "H", "C", "C", "H", "H", "H", "H", "C", "H", "C", "C", "C", "C", "C", "C", "C", "H", "C", "C", "C", "C", "H", "C", "C", "P", "H", "H", "H", "C", "C", "C", "C", "H", "C", "C", "H", "H", "C", "Se", "Sb", "H", "H", "H", "C", "C", "H", "H", "H", "C", "N", "C", "C", "C", "C", "C", "C", "C", "C", "H", "H", "H", "H", "H", "C", "C", "C", "C", "C", "H", "H", "C", "H", "H", "N", "H", "C", "Al", "C", "H", "C", "H", "H", "P", "H", "H", "H", "H", "H", "C", "N", "H", "Te", "H", "C", "C", "H", "H", "H", "C", "C", "C", "H", "C"], "positions_angstrom": [[-0.2433, -5.2853, 1.1713], [5.6336, -1.6441, -1.8116], [-0.8662, -3.5905, -3.5274], [-2.4639, 1.0499, -0.3574], [0.5435, -0.7544, 4.2626], [-3.2410, -4.6858, -1.3741], [-4.2664, 2.2288, -0.2729], [-1.3800, -0.3547, -3.7380], [-2.2883, 0.6265, -6.1711], [6.3406, 2.5192, -3.9828], [-3.3092, 1.0894, 1.6187], [-3.3351, -3.5724, -0.5535], [-4.3593, 1.3090, 3.4786], [-0.9464, 2.2634, -5.8343], [3.1401, -4.1216, -0.2345], [-6.0674, 3.3130, 0.1083], [-5.3384, 2.3453, 1.8723], [1.0950, -4.3843, -1.8126], [0.1802, -5.3938, -0.1458], [-4.2717, -1.6658, 3.4660], [1.0056, 2.4140, 5.3385], [-0.8874, 0.8491, -4.2373], [5.0363, 2.2506, -2.3267], [3.7614, 1.7294, 0.4921], [-4.3398, -3.2916, 5.2297], [-1.6392, 2.7889, 3.2611], [-5.2976, 2.6884, 0.5308], [-0.0109, 3.0388, 4.6360], [5.3196, 2.5725, -3.6389], [2.5018, -3.8060, -4.5114], [-4.0246, -3.5684, 0.2775], [5.1274, -3.8207, -0.9447], [-1.3372, 1.3341, -5.4511], [-0.6646, -0.9810, -2.1925], [-1.1620, -2.2926, 4.6578], [-3.5310, -1.1183, -6.2197], [-2.3061, -5.5618, -3.0897], [3.4179, -2.1315, -1.0031], [0.6635, -2.9584, -5.7761], [-1.5560, -3.5989, -2.6952], [3.8287, -3.4215, -0.6812], [2.2333, 3.3977, -4.8345], [1.2055, 1.0496, 5.2062], [-2.5412, -2.4698, -0.8104], [-6.0676, -2.5697, 4.1946], [4.5379, 2.4673, 0.6961], [-4.9931, -2.5153, 4.2878], [0.4289, 2.0451, 0.4063], [-1.7983, -0.2405, 2.3302], [0.6165, 2.9949, -2.4669], [-2.6408, 1.0042, -7.1181], [4.0303, -0.2292, -1.7912], [1.7485, -2.7282, -4.9468], [4.3245, 2.9751, -4.5344], [3.0497, 1.7259, 1.3176], [-2.6202, -1.5647, -0.1962], [-0.1502, 1.3935, -3.6621], [0.4872, -3.0088, 1.2226], [3.0803, 2.0784, -0.7259], [1.0093, -1.4603, -2.4543], [2.9992, 3.0700, -4.1521], [-1.6488, -2.4800, -1.8735], [2.1351, -5.0760, -4.9356], [-2.2371, -2.3558, 4.5446], [2.7056, 2.7363, -2.8380], [-2.7892, -0.5642, -5.6689], [-2.9617, -3.2151, 5.3545], [5.8142, 1.9435, -1.6450], [-2.7427, -1.9881, -4.0811], [-6.1505, 2.6899, 2.4943], [-0.6793, -6.1380, 1.6656], [0.7113, -2.0772, 1.7627], [-2.3596, -4.6965, -2.4461], [-4.3380, 1.5589, 2.4236], [0.3856, -4.2721, -6.1350], [-2.3438, -1.0573, -4.4536], [3.7057, 2.3365, -1.9330], [-0.4488, -4.5140, -6.7791], [7.0422, -3.2565, -1.7182], [0.7503, -4.3102, -0.7890], [4.6000, 3.2211, -5.5463], [3.3534, -3.6649, -3.8594], [1.5206, 2.6901, -2.1358], [-0.1601, 4.1023, 4.7395], [1.7641, 2.2725, -0.8807], [-0.1719, -0.2923, 0.1043], [4.3350, -1.2395, -1.5551], [6.3342, -0.9498, -2.2499], [-0.6439, 0.9352, 3.6823], [-4.2421, 2.4862, -1.3204], [0.0458, -2.1482, -6.1380], [1.6800, -1.6238, -0.8302], [1.9975, 0.5598, 5.7508], [4.2191, 0.7426, 0.4025], [-4.9027, -3.9570, 5.8657], [-0.3983, -4.0246, 2.8955], [-4.7839, -1.0683, 2.7220], [-0.0885, -4.0935, 1.8626], [1.1000, -5.3013, -5.7211], [0.0717, -6.3307, -0.6675], [2.1446, -0.7762, -4.1391], [1.6473, 2.9870, 5.9879], [0.3861, 0.3126, 4.3703], [-3.2807, 1.4290, 0.2748], [5.4286, -4.8289, -0.7054], [-3.8684, -5.5422, -1.1820], [-2.4537, -3.8242, 6.0862], [-0.8386, 2.3019, 3.8050], [-2.8951, -1.5757, 3.6074], [0.9010, -3.1093, -0.1032], [2.6931, -5.9513, -4.6325], [6.0317, -2.9380, -1.5135]], "forces_ev_per_a": [[0.00, 0.15, 0.10], [0.02, 0.09, 0.01], [0.13, -0.08, -0.09], [-0.44, 0.22, 0.08], [0.11, -0.04, 0.06], [-0.07, 0.06, 0.06], [-0.05, 0.08, -0.06], [0.03, 0.47, 0.43], [0.02, -0.06, 0.05], [0.09, -0.01, -0.03], [0.36, -0.37, 0.20], [-0.07, -0.16, 0.10], [-0.09, 0.02, -0.02], [0.02, 0.12, -0.09], [0.02, -0.03, 0.04], [-0.13, 0.05, -0.04], [0.03, 0.03, 0.17], [-0.05, -0.01, -0.09], [0.05, 0.06, -0.08], [-0.06, 0.22, -0.32], [0.05, -0.03, -0.01], [-0.25, 0.00, 0.04], [-0.06, 0.01, 0.09], [0.33, -0.25, 0.66], [0.03, 0.01, -0.01], [0.00, 0.07, 0.01], [0.07, -0.06, -0.06], [0.00, 0.09, 0.02], [0.05, -0.04, 0.10], [0.13, -0.01, 0.01], [-0.07, 0.01, 0.07], [0.07, -0.04, -0.03], [0.05, 0.11, 0.07], [0.15, -1.28, -0.47], [0.01, -0.04, 0.06], [-0.11, -0.05, -0.10], [0.04, -0.08, -0.06], [0.10, 0.48, 0.30], [0.03, 0.09, -0.10], [-0.06, 0.08, 0.06], [-0.13, 0.03, 0.07], [-0.11, 0.01, -0.14], [0.07, -0.05, 0.04], [0.09, 0.32, 0.04], [-0.07, 0.00, -0.04], [-0.05, -0.01, -0.04], [-0.09, -0.03, 0.05], [-0.32, 0.30, 0.47], [-0.53, 0.68, 0.47], [0.02, -0.10, 0.15], [-0.03, 0.04, -0.09], [0.03, -0.05, -0.07], [0.24, 0.47, -0.09], [-0.24, 0.03, 0.05], [0.05, -0.01, -0.12], [-0.14, -0.34, -0.16], [0.04, -0.02, -0.11], [0.34, 0.18, -0.02], [-0.73, 0.12, -0.36], [0.34, 1.62, 0.05], [0.13, 0.00, 0.07], [-0.15, 0.35, 0.00], [0.26, 0.17, 0.28], [0.31, 0.00, 0.05], [0.83, -0.11, 0.11], [0.04, 0.04, -0.04], [0.01, -0.01, 0.04], [0.07, -0.02, 0.09], [-0.05, 0.02, 0.02], [-0.04, 0.07, 0.06], [-0.08, -0.11, 0.07], [-0.13, -0.39, 0.01], [0.00, 0.00, -0.08], [-0.02, -0.03, 0.26], [-0.14, 0.26, -0.04], [0.03, 0.02, 0.10], [-0.13, 0.32, -0.93], [-0.12, 0.10, -0.09], [0.09, -0.02, -0.02], [0.00, 0.07, 0.10], [0.03, 0.04, -0.13], [0.06, -0.03, 0.02], [0.09, -0.08, 0.37], [-0.05, 0.11, 0.01], [-0.12, -0.13, -0.20], [0.48, 0.34, -0.27], [0.02, 0.02, 0.18], [0.07, 0.07, -0.05], [-0.24, -0.27, -0.35], [0.03, 0.02, -0.11], [-0.03, 0.04, -0.03], [-0.50, -1.22, -0.61], [0.09, -0.04, 0.07], [-0.03, 0.04, -0.01], [-0.05, -0.06, 0.06], [-0.02, 0.00, 0.06], [-0.07, -0.04, 0.02], [-0.08, -0.11, 0.15], [-0.25, -0.62, -0.21], [-0.04, -0.13, -0.09], [-0.73, -1.33, 0.29], [0.06, 0.09, 0.09], [0.02, -0.24, -0.02], [0.52, -0.34, -0.37], [0.05, -0.08, 0.03], [-0.05, -0.11, 0.01], [0.08, -0.03, 0.07], [-0.24, 0.06, -0.11], [0.32, 0.09, -0.58], [0.36, 0.16, 0.30], [0.14, -0.04, 0.09], [-0.08, 0.00, 0.00]], "mulliken_charge": [-1.126, -1.039, 0.177, -0.284, 0.258, -1.090, -0.855, 0.731, -0.757, 0.451, 0.392, -0.606, 0.604, 0.480, 0.474, 0.429, -0.795, 0.469, -0.743, -0.380, -0.591, 0.141, -0.376, -0.887, -0.596, 0.393, -0.662, -0.726, -0.764, -0.199, 0.546, -0.914, -0.686, 1.701, 0.244, 0.492, 0.524, 1.264, -0.266, -0.290, -0.910, 0.494, -0.894, -0.569, 0.446, 0.416, -0.857, -0.242, 0.484, 0.481, 0.429, 0.322, 0.255, -0.628, 0.321, 0.127, -0.075, -1.126, 0.536, -0.802, -0.807, 0.714, -0.501, -0.633, 0.023, -0.760, -0.721, 0.552, 0.457, 0.450, 0.424, 0.906, -0.623, -0.458, -0.498, -0.574, 0.566, 0.429, 0.445, 0.154, 0.458, 0.426, 0.355, 0.450, -0.568, 0.327, -0.051, 0.515, 1.112, 0.529, 0.423, 1.320, 0.461, 0.256, 0.419, 0.424, 0.524, -0.737, -0.586, 0.530, 0.336, 0.434, -0.634, 0.259, 0.476, 0.410, 0.457, -0.238, 1.057, 0.282, 0.429, -0.748], "total_energy_ha": -6160.79781, "gap_ev": 6.485, "de_lowest_kcal_mol": 32.6, "total_charge": 2}

***

Question: What is the formula in the first record?
Answer: C3H4N4O